{
  "formula": "C7H16S2",
  "method": "ωB97M-V/def2-TZVPD",
  "e_homo_ev": -8.92,
  "e_lumo_ev": 0.7,
  "total_charge": 0,
  "orbital_gap_ev": 9.65,
  "smiles": "C1CCCC1.CSSC",
  "e_above_lowest_ev": 0.0000,
  "species": ["C", "C", "C", "C", "C", "H", "H", "H", "H", "H", "H", "H", "H", "H", "H", "S", "S", "C", "C", "H", "H", "H", "H", "H", "H"],
  "coordinates": [[0.2404, -2.4641, 0.9771], [-0.1781, -1.2642, 1.8272], [0.9251, -1.8025, -0.2257], [1.0680, -0.3707, 1.7851], [1.6469, -0.5607, 0.3591], [-0.6023, -3.1215, 0.6889], [0.9686, -3.0781, 1.5412], [-0.4848, -1.5327, 2.8564], [-1.0323, -0.7515, 1.3444], [0.1503, -1.4812, -0.9481], [1.6171, -2.4850, -0.7556], [1.7951, -0.7329, 2.5371], [0.8456, 0.6890, 2.0151], [2.7417, -0.7189, 0.3999], [1.4589, 0.3315, -0.2687], [-1.0164, 1.7902, 0.1557], [-1.7703, 0.5082, -1.2381], [-1.6473, 3.3842, -0.4127], [-0.5397, 0.6123, -2.5559], [-1.3177, 4.1473, 0.3123], [-2.7495, 3.3901, -0.4531], [-1.2572, 3.6534, -1.4087], [-0.4765, 1.6263, -2.9854], [0.4612, 0.3193, -2.1967], [-0.8471, -0.0879, -3.3508]],
  "forces_ev_per_angstrom": [[-0.148, -0.398, 0.022], [-0.343, 0.048, 0.272], [0.089, -0.163, -0.402], [0.150, 0.249, 0.277], [0.276, 0.128, -0.147], [0.392, 0.318, 0.132], [-0.270, 0.199, -0.212], [0.152, 0.126, -0.481], [0.337, -0.240, 0.231], [0.383, -0.237, 0.354], [-0.339, 0.324, 0.235], [-0.290, 0.197, -0.303], [0.153, -0.550, -0.079], [-0.516, 0.140, -0.068], [0.184, -0.394, 0.351], [-0.125, 0.176, -0.086], [-0.004, 0.106, -0.105], [-0.339, 0.543, -0.257], [0.488, 0.094, -0.441], [-0.072, -0.330, -0.245], [0.483, -0.085, 0.079], [-0.074, -0.168, 0.445], [-0.140, -0.414, 0.208], [-0.478, 0.079, -0.100], [0.051, 0.253, 0.319]],
  "lowdin_charge": [-0.21, -0.23, -0.21, -0.23, -0.20, 0.11, 0.11, 0.11, 0.06, 0.06, 0.11, 0.11, 0.07, 0.10, 0.06, 0.47, 0.46, -0.48, -0.47, 0.03, 0.03, 0.03, 0.03, 0.02, 0.04]
}